Record 1
Entry from OMol25: 11 unconnected molecules or ions with the total composition C20H26Cl24O9 at a distorted geometry (ωB97M-V with the def2-TZVPD basis set).

```
! RIJCOSX wB97M-V def2-TZVPD def2/J DEFGRID3
* xyz 0 1
H -0.311 4.298 2.214
H -1.701 -2.733 -0.072
Cl -5.205 -4.994 0.456
C -4.088 0.631 -2.580
Cl 0.654 -4.570 4.384
H 3.773 2.549 -2.582
H -3.292 1.105 -3.153
H -0.955 0.864 0.597
C -4.385 -4.212 1.808
H 2.373 2.230 -6.048
H -3.050 3.897 0.888
Cl 1.029 -3.148 -5.232
C 2.596 1.459 -4.129
Cl 0.522 -4.844 7.241
H 3.876 2.521 -5.254
Cl -1.411 2.099 6.807
Cl 2.468 -1.962 -1.631
O -1.066 -1.740 3.891
H -4.851 -4.568 2.726
H 1.004 3.894 1.003
C 3.022 -3.466 2.172
C -1.080 3.969 0.213
H 2.420 3.583 -4.799
C -1.472 1.642 5.125
C 2.798 2.612 -5.120
H 3.848 -3.945 -1.588
C -0.343 -1.202 0.502
C -1.321 -0.139 0.817
O 1.975 1.552 -1.889
C -1.737 5.127 -1.634
Cl 4.559 1.332 3.023
Cl -2.627 -4.700 1.818
H 0.282 5.435 1.175
H -0.103 -2.960 -0.612
H -1.736 0.586 5.075
H -1.249 -1.784 -1.423
O -0.284 1.349 -2.120
H 0.590 -0.760 0.153
O -0.712 4.494 -1.046
O 1.150 1.448 -3.907
Cl 3.950 -4.696 3.033
H 3.047 0.522 -4.457
H -2.233 5.457 1.211
C -0.431 -4.368 5.768
Cl -4.534 -2.426 1.611
O -0.234 -1.855 1.741
C 3.231 2.061 2.129
Cl 3.781 2.799 0.580
Cl -1.915 -5.386 5.575
Cl -5.694 0.943 -3.324
Cl 5.385 -2.058 -1.420
H 2.338 -2.945 2.842
Cl 1.947 0.862 1.808
C 3.933 -2.937 -1.993
H -1.291 -3.004 -5.992
C -2.391 4.663 0.481
Cl 4.015 -2.113 1.462
Cl 4.039 -3.230 -3.738
C 0.857 1.436 -2.621
Cl 1.917 -4.368 1.075
Cl -3.990 1.459 -1.000
H -1.222 2.893 0.112
O -1.642 -0.296 2.224
Cl -0.804 -0.975 -4.761
C -1.013 -1.340 2.728
O -1.788 5.501 -2.809
O -2.746 5.261 -0.754
H -2.216 -0.272 0.209
C 3.142 1.679 -2.760
C -0.857 -2.183 -0.487
C 0.041 4.372 1.185
Cl -3.801 -1.062 -2.576
H 2.815 2.867 2.734
Cl -1.479 -3.507 -3.742
H 3.799 0.826 -2.592
C -0.716 -2.721 -5.110
Cl -2.612 2.632 4.134
Cl 0.103 1.868 4.432
H -0.691 -3.310 5.795
*
```

Values from the calculation:
- frontier orbital gap (eV) = 10.90
- HOMO level (eV) = -10.723


Record 2
Entry from OMol25: 4 unconnected molecules or ions with the total composition C20H26F24O3P at a distorted geometry (ωB97M-V with the def2-TZVPD basis set).

```
! RIJCOSX wB97M-V def2-TZVPD def2/J DEFGRID3
* xyz 1 1
C 5.167 -6.215 -2.202
H 6.675 -5.781 -0.653
C -4.568 6.870 1.808
F -1.788 1.820 0.328
H 2.304 -1.613 2.537
P 0.589 -2.722 0.019
H 5.330 -3.013 1.171
F 7.665 -10.427 -1.373
H 4.633 -1.612 -1.360
F -3.771 6.357 0.832
H -0.676 0.318 -2.441
O 7.589 -6.877 -2.201
C 2.434 -0.935 1.571
F -6.159 5.126 1.491
H -0.568 -3.232 0.763
H 1.614 -3.726 0.132
C -5.423 5.776 2.433
F -4.587 4.830 2.966
C 6.606 -5.950 -1.735
H -4.607 3.376 0.338
C -2.204 3.796 -1.139
C -6.350 6.249 3.562
F -8.799 9.045 0.826
H 4.686 -0.769 1.270
O -7.709 6.490 3.188
H 4.203 -6.370 -0.258
F 6.194 -9.385 -2.596
H 4.235 0.171 -0.891
F 7.022 -7.926 -0.268
H -2.134 3.965 -0.058
H -6.410 5.423 4.281
H 0.155 -0.678 1.447
F -4.212 4.748 -1.875
F 4.598 -4.997 -2.470
C -8.537 7.785 1.265
H -1.905 4.753 -1.584
H 6.905 -4.992 -2.179
C -3.643 3.531 -1.606
F 9.063 -8.017 -0.992
H 1.038 -0.186 -0.145
F 4.759 -8.174 -0.900
O -1.221 2.869 -1.606
F -5.320 7.827 1.216
C 4.290 -6.938 -1.188
F 3.035 -7.114 -1.681
F -3.614 2.869 -2.794
F 5.196 -6.876 -3.390
C 7.481 -9.336 -2.164
C -7.984 7.800 2.694
H 3.861 -3.637 0.093
C 4.150 -2.967 1.008
F -7.642 7.251 0.393
H -9.459 7.199 1.204
F -5.775 2.631 -1.085
F 0.253 1.729 -0.397
C -1.047 1.705 -0.799
H -5.925 7.081 4.137
C 1.038 -1.006 0.720
C -1.329 0.410 -1.568
H 2.821 -1.097 -1.420
H 8.134 -9.428 -3.036
F -8.911 8.323 3.542
C 3.786 -1.356 0.749
H 0.107 -2.581 -1.361
C -4.520 2.808 -0.592
C 3.816 -0.923 -0.829
C 7.763 -8.041 -1.395
F -2.616 0.360 -2.000
H -3.919 7.343 2.550
H 3.636 -3.379 1.991
F -1.145 -0.681 -0.777
H 2.575 0.177 1.965
F -6.881 8.574 2.824
F -4.051 1.572 -0.304
*
```

Values from the calculation:
- frontier orbital gap (eV) = 10.11
- HOMO level (eV) = -13.376


Record 3
Entry from OMol25: a molecular structure, C20H26N2O2PtSi at a distorted geometry (ωB97M-V with the def2-TZVPD basis set).

```
! RIJCOSX wB97M-V def2-TZVPD def2/J DEFGRID3
* xyz 0 3
Si 0.529 0.213 -1.709
C -0.266 2.161 -5.275
C 1.971 -3.244 -0.040
H 1.910 -3.760 0.919
H 0.974 1.131 -0.640
H 1.177 -1.383 0.728
H -1.461 -2.761 -1.311
C -1.850 -2.418 -0.358
H 2.679 -4.988 -1.110
N -1.181 2.225 2.486
H 2.105 2.539 -2.203
C 1.422 3.416 -4.049
C -2.752 -1.332 -0.151
H 3.037 -3.747 -3.243
N -1.618 1.415 3.582
H 2.470 -1.306 -3.392
C 2.617 -3.236 -2.376
C 1.553 -1.919 -0.155
C 2.274 2.532 1.589
H -0.952 2.065 -6.125
H 3.091 1.851 1.888
H 2.560 3.590 1.512
H -3.182 -0.712 -0.933
H 1.800 2.154 0.656
H 0.496 4.085 -5.895
C -2.060 -0.074 5.738
C -0.231 1.150 -4.306
C 2.251 -1.888 -2.487
H -1.941 0.963 6.069
H -0.799 -0.092 -1.367
H -1.872 -0.728 6.583
C -0.751 0.426 3.856
H -0.847 -3.795 1.097
H -2.614 1.308 3.743
C -2.202 -2.201 1.911
Pt 0.905 2.363 2.790
C -2.969 -1.197 1.251
H -3.061 -0.254 5.333
C 0.625 1.290 -3.197
O -1.048 -0.458 4.771
C 1.459 2.420 -3.075
H -2.164 -2.375 2.985
H -1.622 3.141 2.541
H 2.049 4.305 -3.953
C 2.444 -3.925 -1.170
H -1.391 1.814 1.562
H -3.645 -0.485 1.722
C -1.515 -2.960 0.918
C 1.553 -1.293 -1.425
O 0.366 0.414 3.242
C 0.553 3.295 -5.144
H -0.875 0.264 -4.380
*
```

Values from the calculation:
- frontier orbital gap (spin up / spin down) (eV) = 4.62 / 3.35
- ΔE to the lowest compared entry with this formula, charge and spin (kJ/mol) = 185.9
- HOMO level (spin up / spin down) (eV) = -5.409 / -5.395


Record 4
Entry from OMol25: a single C20H26N2O2S molecule (ωB97M-V with the def2-TZVPD basis set).

```
! RIJCOSX wB97M-V def2-TZVPD def2/J DEFGRID3
* xyz 0 1
C 3.116 0.803 0.860
H 0.966 -1.699 -2.447
C -3.588 -0.507 0.853
C 1.682 -1.214 1.294
H 2.394 0.104 -1.726
H 4.756 0.912 -1.255
H -2.009 -1.179 2.120
C 1.982 -0.552 -0.976
H -6.863 0.275 0.465
C -5.229 1.517 -0.138
H 0.861 2.190 1.056
C -0.625 -3.672 -2.096
H -3.434 2.549 -0.633
H -1.422 2.201 -1.667
H -1.233 3.116 -0.133
H 1.873 -1.073 2.349
N 1.330 2.338 0.174
H 4.604 -1.395 1.644
C -0.907 2.249 -0.709
C 2.759 2.129 0.161
H 3.267 2.950 0.675
H 6.146 0.170 -0.467
C -4.967 -0.618 0.906
H 0.425 -2.922 1.611
C -3.852 1.653 -0.202
C 1.158 -1.584 -1.392
H -5.404 -1.505 1.341
H -5.857 2.307 -0.522
H -1.121 -2.793 -2.520
C -2.701 -1.587 1.385
C 0.868 -2.250 0.893
H 2.895 0.945 1.927
H -2.101 -2.016 0.583
C 5.057 0.180 -0.511
H -3.287 -2.378 1.847
H -1.320 -4.510 -2.089
C -5.790 0.382 0.414
O -0.266 -3.464 -0.752
H 3.060 2.136 -0.886
O 1.063 2.353 -2.072
S -1.260 0.729 0.246
C 4.998 -0.380 1.801
N 4.558 0.563 0.794
C 2.246 -0.339 0.370
H 4.713 -0.815 -0.829
H 6.087 -0.427 1.781
H 4.688 -0.032 2.786
C 0.584 -2.437 -0.459
C -3.033 0.647 0.285
C 0.594 2.305 -0.956
H 0.245 -3.930 -2.710
*
```

Values from the calculation:
- frontier orbital gap (eV) = 8.82
- ΔE to the lowest compared entry with this formula, charge and spin (kJ/mol) = 126.4
- HOMO level (eV) = -8.129


| no. | calculated total energy (hartree) |
| --- | --- |
| 1 | -12499.43286 |
| 2 | -3741.15462 |
| 3 | -1446.18845 |
| 4 | -1435.89354 |